(1)
{"formula": "C5H16NO", "method": "ωB97M-V with the def2-TZVPD basis set", "multiplicity": 1, "charge": 1, "total_energy_ev": -8973.7672, "de_lowest_kcal_mol": 63.4, "orbital_gap_ha": 0.40580, "species": ["C", "C", "C", "C", "C", "N", "H", "H", "H", "H", "H", "H", "H", "H", "H", "H", "H", "H", "H", "H", "H", "H", "O"], "coordinates": [[0.390276, 0.157302, -0.928325], [-1.067373, -0.373726, -0.501409], [-1.205544, -1.465132, 0.485261], [-1.845644, 0.983726, -0.146199], [-1.770783, 2.024812, -1.295062], [1.576597, -0.701242, -0.327565], [0.583300, 1.268513, -0.408660], [0.425731, 0.309167, -2.108748], [-1.607205, -0.733129, -1.387446], [-2.263742, -1.892383, 0.438770], [-0.354386, -2.147199, 0.677489], [-1.251465, -0.678480, 1.275288], [-2.914243, 0.706902, 0.053290], [-1.410634, 1.315933, 0.817556], [-2.000981, 1.690132, -2.253334], [-2.454296, 2.884481, -1.055887], [-0.817315, 2.471910, -1.380354], [1.190289, -1.612892, -0.529224], [2.547641, -0.568391, -0.597498], [1.480316, -0.594089, 0.625784], [2.628926, -0.121551, 2.949861], [3.882893, -0.145301, 1.896353], [3.036675, -0.650853, 2.199266]], "forces_ev_per_a": [[0.3, 3.2, -0.2], [0.2, 1.9, -3.6], [-1.0, 1.5, 2.5], [-0.2, -1.5, -0.3], [-1.1, 1.2, 2.7], [-2.7, 0.0, -3.2], [-0.5, -3.0, -1.5], [0.5, -0.6, 2.7], [0.7, 0.3, -0.5], [1.9, 0.1, 0.0], [-0.9, 0.0, -0.3], [0.1, -1.8, 1.4], [0.9, 0.2, -0.1], [-0.2, 0.3, -0.5], [-0.8, -1.1, -1.5], [0.5, -0.9, -0.3], [1.2, 0.5, 0.1], [0.9, -0.9, -0.1], [-0.2, 0.1, -0.4], [0.4, 0.3, 3.0], [1.1, -0.8, -1.3], [-2.2, -1.2, 1.2], [1.1, 2.2, 0.0]]}


(2)
{"formula": "C7H10N2O", "method": "ωB97M-V with the def2-TZVPD basis set", "multiplicity": 1, "smiles": "CN1[C@@H]2[C@H]1[C@@]1(C(N)=O)C[C@@H]21", "total_energy_ev": -12444.0998, "de_lowest_kcal_mol": 123.3, "orbital_gap_ha": 0.37020, "species": ["C", "N", "C", "C", "C", "C", "C", "N", "C", "H", "H", "H", "H", "H", "H", "H", "H", "O", "H", "H"], "coordinates": [[1.716354, -0.005954, -1.326528], [1.467034, 1.101628, -0.426801], [0.190477, 1.762323, -0.337049], [-0.991595, 0.818500, -0.434960], [-1.717802, 0.780177, 0.868375], [-0.419566, 0.013028, 0.740780], [-0.374238, -1.451514, 0.946583], [-0.752196, -2.312532, -0.003115], [0.753992, 0.965062, 0.818371], [0.814398, -0.562218, -1.631704], [2.198193, 0.378356, -2.235795], [2.403678, -0.710758, -0.839683], [0.141172, 2.847294, -0.448202], [-1.421610, 0.401536, -1.347196], [-1.733458, 1.659279, 1.516914], [-2.629800, 0.181146, 0.893686], [1.215234, 1.326963, 1.739000], [0.625002, -2.003862, 1.520980], [-1.643082, -2.099118, -0.434823], [0.157810, -3.089336, 0.421166]], "forces_ev_per_a": [[0.0, -0.4, -0.2], [0.0, 0.2, 0.2], [-0.1, 0.2, -0.1], [-0.1, -0.3, -0.2], [-0.1, 0.4, 0.2], [-1.2, 0.3, 1.0], [4.9, -1.5, -2.0], [0.0, -0.6, 1.1], [0.2, 0.0, 0.4], [0.2, 0.1, 0.2], [-0.1, -0.1, 0.3], [-0.2, 0.2, -0.1], [0.0, -0.4, 0.0], [0.1, 0.1, 0.3], [0.0, -0.2, -0.2], [0.2, 0.1, 0.0], [-0.1, -0.1, -0.3], [-0.7, 1.4, 1.4], [0.0, -1.1, -0.6], [-3.0, 1.5, -1.1]]}


(3)
{"formula": "C5H15NO", "method": "ωB97M-V with the def2-TZVPD basis set", "multiplicity": 1, "smiles": "CCNC(C)C.O", "total_energy_ev": -8962.9765, "de_lowest_kcal_mol": 78.0, "orbital_gap_ha": 0.34083, "species": ["C", "C", "N", "C", "C", "C", "H", "H", "H", "H", "H", "H", "H", "H", "H", "H", "H", "H", "H", "H", "H", "O"], "coordinates": [[-0.083507, -1.316637, 1.753176], [-1.002141, -0.442712, 0.930134], [-0.172123, 0.689303, 0.269489], [-0.297303, -0.124644, -2.381194], [-0.786060, 0.950409, -1.111698], [-0.593972, 2.467357, -1.488486], [-0.682195, -2.219443, 2.257970], [0.706221, -0.902367, 2.651788], [0.557080, -1.925835, 1.067180], [-1.486499, -0.946124, 0.074336], [-1.768622, 0.193332, 1.564496], [0.844209, 0.623234, 0.338155], [-1.049775, -0.027491, -3.219322], [0.812046, 0.134218, -2.701514], [-0.607223, -1.152168, -2.161841], [-1.988404, 0.640768, -1.032932], [-0.561986, 3.137005, -0.655922], [0.353255, 2.502442, -2.027538], [-1.517243, 2.772768, -2.032026], [2.808094, -0.946440, 2.485148], [3.202214, -2.439946, 2.428024], [3.313943, -1.667030, 2.992568]], "forces_ev_per_a": [[1.0, -2.9, 2.5], [1.0, 3.6, 0.6], [-2.4, -0.9, -1.3], [-0.5, 2.5, 0.7], [-0.9, -1.5, 0.0], [-1.1, -2.0, -0.7], [1.0, 2.2, -0.7], [-2.7, -0.6, -2.6], [-0.2, 0.8, 0.3], [0.1, -0.4, 1.0], [1.2, -1.8, -1.1], [-0.5, -0.4, -0.5], [1.1, 0.9, 0.4], [-2.4, -1.1, 0.6], [1.2, -0.1, 0.8], [3.1, 1.2, 0.1], [0.2, 0.0, 0.9], [-0.3, 0.6, -0.4], [1.1, -0.1, -0.4], [1.2, -1.6, 1.2], [0.0, 0.0, 0.1], [-1.2, 1.6, -1.3]]}


(4)
{"formula": "C5H8O", "method": "ωB97M-V with the def2-TZVPD basis set", "multiplicity": 1, "total_energy_ev": -7358.5517, "de_lowest_kcal_mol": 85.4, "orbital_gap_ha": 0.33335, "species": ["O", "C", "C", "C", "C", "C", "H", "H", "H", "H", "H", "H", "H", "H"], "coordinates": [[-2.257620, 0.973574, -0.079141], [-1.073168, 0.276275, -0.320664], [0.129636, 1.114127, 0.010290], [1.361324, 0.300425, 0.199200], [1.230243, -1.023217, 0.248810], [-0.114099, -1.617994, 0.099519], [-2.060612, 1.852003, 0.292589], [-1.195148, -0.141174, -1.309902], [-0.078165, 1.653624, 0.952528], [0.281330, 1.890935, -0.751905], [2.302100, 0.813840, 0.358804], [2.092429, -1.631952, 0.534147], [-0.479846, -1.872068, -0.880849], [-0.138402, -2.588402, 0.646569]], "forces_ev_per_a": [[0.1, -0.5, 0.5], [0.4, -0.4, 0.0], [0.0, -0.1, 0.0], [0.2, 0.0, 0.0], [-0.1, 0.3, -0.1], [-0.4, 0.5, 0.0], [0.0, -0.7, 0.1], [0.4, 0.2, -0.2], [0.0, -0.1, -0.2], [-0.1, -0.2, 0.0], [0.0, -0.1, 0.0], [-0.3, 0.0, -0.2], [0.4, 0.0, -0.5], [-0.8, 1.0, 0.5]]}


(5)
{"formula": "C5H6O3", "method": "ωB97M-V with the def2-TZVPD basis set", "multiplicity": 1, "smiles": "O=C1O[C@H]2CC[C@@H]2O1", "total_energy_ev": -11422.4249, "de_lowest_kcal_mol": 45.8, "orbital_gap_ha": 0.43180, "species": ["C", "C", "C", "C", "C", "H", "H", "H", "H", "H", "H", "O", "O", "O"], "coordinates": [[-1.134824, 0.281681, -1.923474], [-0.364192, -0.640678, -0.105442], [0.724016, -0.923137, 0.976913], [0.658895, 0.604230, 1.280468], [0.170718, 0.728617, -0.223038], [-1.306703, -0.545386, 0.436545], [1.617697, -1.362990, 0.528660], [0.465848, -1.672955, 1.727159], [1.502356, 1.208065, 1.541796], [-0.132276, 0.813637, 2.028454], [1.058437, 0.673130, -0.827043], [-1.679067, 0.508570, -2.942618], [-0.762742, -0.984984, -1.470021], [-0.818163, 1.312201, -1.028358]], "forces_ev_per_a": [[-0.1, 0.2, 0.2], [-0.3, 0.3, 0.8], [0.2, -1.6, -0.8], [-1.7, 0.3, -0.2], [0.2, -1.6, 0.6], [-0.1, -0.2, 0.1], [0.4, 0.8, 0.0], [-0.3, 0.5, 0.2], [0.7, -0.1, 0.0], [0.3, -0.2, -0.5], [0.8, 0.2, -0.2], [-0.2, -0.3, -0.4], [0.5, 1.3, 0.7], [-0.5, 0.4, -0.6]]}


(6)
{"formula": "C6H10N", "method": "ωB97M-V with the def2-TZVPD basis set", "multiplicity": 1, "charge": 1, "total_energy_ev": -7864.8088, "de_lowest_kcal_mol": 35.5, "orbital_gap_ha": 0.30033, "species": ["C", "C", "C", "C", "C", "C", "N", "H", "H", "H", "H", "H", "H", "H", "H", "H", "H"], "coordinates": [[-1.331845, -0.178957, 0.094060], [-0.103221, 0.719081, 0.463011], [0.523657, -1.338787, -0.572772], [1.023598, -0.107646, 0.028850], [-2.711476, 0.407369, 0.253796], [2.368235, 0.211036, 0.106428], [-0.880065, -1.325412, -0.456816], [-0.184018, 1.588212, -0.178474], [0.053718, 0.979121, 1.440340], [0.762635, -1.352191, -1.575355], [1.135654, -2.192341, -0.238574], [-3.427028, -0.411140, 0.254513], [-2.947605, 0.922069, -0.696226], [-2.728861, 1.150453, 1.016450], [2.651685, 0.716634, -0.868732], [3.019026, -0.691811, 0.096360], [2.775917, 0.904311, 0.833136]], "forces_ev_per_a": [[2.9, -2.3, -1.0], [-1.0, -2.3, -2.9], [-0.1, 0.7, 2.5], [-1.5, 0.3, -0.3], [0.7, -1.4, -2.1], [3.8, -0.1, -0.7], [-3.8, 2.7, 1.7], [0.3, 0.7, 0.0], [0.0, 1.1, 2.7], [0.9, 0.2, -2.8], [-0.6, -0.2, 0.4], [-0.3, 0.2, 0.7], [0.2, 0.0, 0.3], [-0.3, 0.1, 0.9], [-0.5, -0.4, 0.5], [-0.4, 0.5, 0.0], [-0.6, 0.2, 0.4]]}